Entry 1:
Below is a gas-phase ion, CH3NO2P (charge -1), with properties calculated with ωB97M-V/def2-TZVPD.

Relative energy (zero: lowest compared OMol25 entry of this formula, charge and spin), kcal/mol: 10.27
Total charge: -1
HOMO, Ha: -0.08878
SMILES: NPC(=O)[O-]
Frontier orbital gap, eV: 6.9

Atoms and positions in Å:
1 C -1.5167 -0.2682 0.0069
2 N 1.5535 -0.0126 0.1326
3 O -1.1097 -1.3897 0.1746
4 O -2.4579 0.4316 -0.2149
5 P 0.2565 1.0521 0.2473
6 H 1.6447 -0.2740 1.1554
7 H 1.1795 -0.8382 -0.3628
8 H 0.4502 1.2990 -1.1391

=====

Entry 2:
Below is a single CH3NO2S molecule, with properties calculated with ωB97M-V/def2-TZVPD.

Relative energy (zero: lowest compared OMol25 entry of this formula, charge and spin), kcal/mol: 73.71
HOMO (spin up / spin down), Ha: -0.31521 / -0.32607
Frontier orbital gap (spin up / spin down), eV: 7.7 / 8.9

Atoms and positions in Å:
1 C -0.7909 0.3451 -0.5551
2 N 0.0122 -0.2174 0.6480
3 O -0.6464 -0.4824 1.6198
4 O 2.3634 -0.2046 -0.4345
5 S 1.7335 -0.5663 0.8348
6 H -1.3044 1.1203 -0.0728
7 H -1.3677 -0.5656 -0.8076
8 H 0.0003 0.5708 -1.2326

=====

Entry 3:
Below is 2 unconnected molecules or ions with the total composition CH3NO2S, with properties calculated with ωB97M-V/def2-TZVPD.

Relative energy (zero: lowest compared OMol25 entry of this formula, charge and spin), kcal/mol: 55.36
HOMO, Ha: -0.29566
Frontier orbital gap, eV: 8.0

Atoms and positions in Å:
1 C 0.6211 0.4856 1.3899
2 N 1.2099 1.0631 2.2622
3 O 0.1184 -0.3268 0.7310
4 O -0.7743 0.1661 -2.0498
5 S -2.4929 0.8091 -2.0333
6 H 1.0913 1.9878 2.4798
7 H -1.1636 -0.5909 -2.4493
8 H -0.3691 -0.1327 -1.0731

=====

Entry 4:
Below is 2 unconnected molecules or ions with the total composition CH3NO2S, with properties calculated with ωB97M-V/def2-TZVPD.

Relative energy (zero: lowest compared OMol25 entry of this formula, charge and spin), kcal/mol: 26.99
HOMO, Ha: -0.31571
Frontier orbital gap, eV: 9.1

Atoms and positions in Å:
1 C -0.0400 1.6785 -0.8583
2 N 0.1578 -2.4757 0.7831
3 O 0.0476 1.0806 -1.8092
4 O 2.6621 -1.6714 1.2826
5 S 1.1232 -1.0693 0.8909
6 H 2.4592 -2.5040 1.8637
7 H -0.0311 -2.7987 -0.1503
8 H -0.0502 -2.7900 1.7448

=====

Entry 5:
Below is a molecular structure, CH3NO2S, with properties calculated with ωB97M-V/def2-TZVPD.

Relative energy (zero: lowest compared OMol25 entry of this formula, charge and spin), kcal/mol: 124.86
HOMO (spin up / spin down), Ha: -0.39833 / -0.40377
Frontier orbital gap (spin up / spin down), eV: 8.5 / 8.4

Atoms and positions in Å:
1 C 0.1078 -0.1351 0.1716
2 N -1.1874 2.6729 2.9214
3 O -0.7788 0.4538 4.0630
4 O -0.2455 -0.2671 1.4609
5 S -0.8487 1.2543 2.8718
6 H -0.4577 0.9006 -0.2036
7 H -0.2558 -0.8484 -0.5090
8 H 1.1789 -0.0608 -0.0526

=====

Entry 6:
Below is a molecular structure, CH3NO2S, with properties calculated with ωB97M-V/def2-TZVPD.

Relative energy (zero: lowest compared OMol25 entry of this formula, charge and spin), kcal/mol: 34.73
HOMO, Ha: -0.31734
Frontier orbital gap, eV: 9.3

Atoms and positions in Å:
1 C 1.8215 -0.3544 -0.3390
2 N -0.4069 -0.0330 1.2929
3 O 1.8838 -0.4512 -1.4800
4 O -1.0439 0.6715 -1.0622
5 S 0.0302 1.0129 0.2140
6 H -0.8178 -0.0074 -1.6623
7 H -0.1290 -0.9215 1.2328
8 H -1.3378 0.0831 1.8037

=====

Entry 7:
Below is 2 unconnected molecules or ions with the total composition CH3NO2S, with properties calculated with ωB97M-V/def2-TZVPD.

Relative energy (zero: lowest compared OMol25 entry of this formula, charge and spin), kcal/mol: 57.68
HOMO, Ha: -0.33096
Frontier orbital gap, eV: 9.3

Atoms and positions in Å:
1 C 1.1804 -0.6354 -0.0046
2 N -1.1993 0.8327 -0.4326
3 O 1.7565 -1.5896 -0.3846
4 O -1.1773 -1.0289 1.2015
5 S -0.8140 -0.7313 -0.1650
6 H 1.9698 0.3996 0.6290
7 H -0.8042 1.3594 -1.2172
8 H -0.9119 1.3936 0.3734

=====

Entry 8:
Below is a single CH3NO2S molecule, with properties calculated with ωB97M-V/def2-TZVPD.

Relative energy (zero: lowest compared OMol25 entry of this formula, charge and spin), kcal/mol: 84.52
HOMO (spin up / spin down), Ha: -0.27890 / -0.36858
⟨S²⟩: 2.01
Multiplicity: 3
Frontier orbital gap (spin up / spin down), eV: 8.2 / 6.7

Atoms and positions in Å:
1 C 0.7691 -0.1105 -0.9176
2 N 1.9443 -0.3013 -0.1243
3 O 2.9734 0.2464 -0.4558
4 O 1.9078 -0.8871 0.9076
5 S -0.6854 -1.1630 -0.1300
6 H 0.5830 0.9994 -0.9927
7 H 0.8168 -0.5960 -1.9802
8 H -0.4939 -0.9395 1.2251

=====

Entry 9:
Below is a single CH3NO2S2 molecule, with properties calculated with ωB97M-V/def2-TZVPD.

Relative energy (zero: lowest compared OMol25 entry of this formula, charge and spin), kcal/mol: 89.98
HOMO (spin up / spin down), Ha: -0.35949 / -0.35945
SMILES: NS(=O)(=O)C=S
Frontier orbital gap (spin up / spin down), eV: 7.0 / 7.0

Atoms and positions in Å:
1 C -1.1068 0.3137 -0.8358
2 N 0.8324 -0.8485 0.6416
3 O 0.4013 1.6256 0.9248
4 O 1.4980 0.5969 -1.1598
5 S -2.9170 0.2746 0.1597
6 S 0.5182 0.6013 -0.1012
7 H -1.3207 -0.1411 -1.7257
8 H 1.6441 -1.4929 0.5653
9 H 0.4506 -0.9297 1.5311

=====

Entry 10:
Below is a gas-phase ion, CH3NO3P (charge -1), with properties calculated with ωB97M-V/def2-TZVPD.

Relative energy (zero: lowest compared OMol25 entry of this formula, charge and spin), kcal/mol: 50.89
Total charge: -1
HOMO, Ha: -0.14358
SMILES: N=[P@]([O-])(O)C=O
Frontier orbital gap, eV: 8.0

Atoms and positions in Å:
1 C -1.5720 0.4462 -0.0949
2 N 0.9679 -1.3120 0.4987
3 O 1.1282 0.2975 -1.7424
4 O -2.3868 0.7177 -1.0242
5 O 1.1670 1.1530 0.5949
6 P 0.6519 0.0270 -0.3449
7 H -1.9729 -0.0922 0.8678
8 H 0.7066 -2.0779 -0.2383
9 H 1.3101 0.8407 1.4834

=====

Entry 11:
Below is a single CH3NO3S molecule, with properties calculated with ωB97M-V/def2-TZVPD.

Relative energy (zero: lowest compared OMol25 entry of this formula, charge and spin), kcal/mol: 154.81
HOMO (spin up / spin down), Ha: -0.35050 / -0.34401
Frontier orbital gap (spin up / spin down), eV: 9.1 / 8.1

Atoms and positions in Å:
1 C 0.0984 0.6079 0.3288
2 N -0.6591 -2.0265 0.2802
3 O -2.5541 1.2464 0.2534
4 O -1.6236 -0.1812 -1.5327
5 O -1.0591 -0.9606 0.8555
6 S -1.4712 0.5046 -0.2652
7 H 0.6772 -0.0826 -0.1279
8 H 0.4430 1.3613 0.9123
9 H -1.0062 -2.1302 -0.6935

=====

Entry 12:
Below is 2 unconnected molecules or ions with the total composition CH3NO4, with properties calculated with ωB97M-V/def2-TZVPD.

Relative energy (zero: lowest compared OMol25 entry of this formula, charge and spin), kcal/mol: 162.03
HOMO (spin up / spin down), Ha: -0.40005 / -0.40053
Frontier orbital gap (spin up / spin down), eV: 7.8 / 7.8

Atoms and positions in Å:
1 C 1.6821 0.0065 -0.0358
2 N -2.1174 0.0924 -0.0244
3 O -2.2767 -1.0806 -0.0833
4 O -2.9465 0.9534 0.0349
5 O 0.5054 -0.7346 0.0007
6 O -0.9088 0.5850 -0.0240
7 H 2.0096 0.4460 0.9667
8 H 1.6389 0.6540 -1.0095
9 H 2.4135 -0.9221 0.1748

=====

Strongest force on any atom (computed, eV/A): 4.0; 4.2; 4.3; 3.3; 4.6; 5.7; 3.7; 8.8; 8.2; 4.4; 3.4; 4.1